(1)
Density functional theory data (ωB97M-V with the def2-TZVPD basis set) for a cluster of 2 separate species, C2H2Cl3N2O in total at a distorted geometry.

The frontier orbital gap comes out at 0.3151 hartree. Its total charge is +1. The calculation puts the total energy at -1642.29357 Ha.

Each line ends with the natural charge from an NBO analysis.
Element x y z (Å)
C: -0.81 0.89 0.23  0.41
C: -1.95 0.24 0.20  -0.12
N: 1.72 -1.29 -0.20  0.14
N: 0.33 1.24 -0.06  -0.59
O: 1.04 -2.22 -0.38  -0.15
Cl: 3.39 -1.66 0.48  0.02
Cl: -2.95 -0.09 1.52  0.22
Cl: -2.47 -0.17 -1.46  0.16
H: 0.46 2.24 -0.27  0.44
H: 1.24 0.80 -0.05  0.46



(2)
Density functional theory data (ωB97M-V with the def2-TZVPD basis set) for the molecule C2H2Cl3NO2 at a distorted geometry.

The frontier orbital gap comes out at 0.4156 hartree. The calculation puts the total energy at -1663.22034 Ha.

Each line ends with the natural charge from an NBO analysis.
Element x y z (Å)
C: -0.84 0.54 0.04  0.88
C: 1.47 -0.19 0.14  0.20
N: -1.93 -0.12 -0.27  -0.81
O: -0.70 1.71 0.13  -0.57
O: 0.17 -0.39 0.25  -0.56
Cl: 2.34 -1.82 0.08  -0.03
Cl: 2.19 0.52 1.61  0.01
Cl: 1.91 0.62 -1.32  0.05
H: -2.75 0.33 -0.10  0.41
H: -1.87 -1.20 -0.56  0.43